1.
A 2-piece molecular cluster, C4H9NO2 overall. Source: the Open Molecules 2025 dataset; level of theory: ωB97M-V/def2-TZVPD.

```
16
Properties=species:S:1:pos:R:3
C 1.949 -1.661 0.173
N 0.938 -0.747 -0.361
C -0.187 -0.527 0.251
C -1.557 -0.387 -0.479
O -1.566 -1.434 -1.160
O -2.349 0.494 -0.203
C -0.611 2.509 0.649
H 2.091 -1.485 1.242
H 2.897 -1.527 -0.348
H 1.584 -2.681 0.020
H 0.895 -0.653 -1.371
H -0.002 1.614 0.505
H -0.176 -0.723 1.324
H -1.508 2.278 1.225
H -0.925 2.873 -0.332
H 0.010 3.243 1.154
```

Calculated values
Multiplicity: 1
Relative energy (zero: lowest compared OMol25 entry of this formula, charge and spin), eV: 2.732
Orbital gap, eV: 9.099

---

2.
C5H16N3O3PtS as an isolated structure. Source: the Open Molecules 2025 dataset; level of theory: ωB97M-V/def2-TZVPD.

```
29
Properties=species:S:1:pos:R:3
Pt 0.732 0.224 0.425
N -0.978 0.742 1.423
C -2.259 0.325 0.856
C -2.303 0.203 -0.664
N -1.057 -0.435 -1.109
C -1.053 -1.959 -0.962
C -0.651 -2.496 0.371
N 0.682 -1.835 0.719
H -0.855 1.730 1.388
H -0.738 0.522 2.406
H -2.562 -0.675 1.211
H -3.097 0.941 1.204
H -3.122 -0.448 -0.987
H -2.465 1.156 -1.137
H -0.829 -0.008 -1.990
H -2.052 -2.409 -1.151
H -0.355 -2.269 -1.761
H -1.438 -2.212 1.082
H -0.589 -3.550 0.365
H 1.089 -2.180 1.585
H 1.325 -2.096 -0.044
C 3.568 2.317 0.143
S 2.228 1.838 -0.961
O 2.216 0.310 -0.997
O 2.357 2.697 -2.090
O 0.978 2.246 -0.202
H 4.308 2.430 -0.647
H 3.683 1.614 0.949
H 3.238 3.279 0.575
```

Calculated values
Multiplicity: 3
Orbital gap (spin up / spin down), eV: 6.988 / 8.206
Net charge: +1

---

3.
C30H58BIN3O32PS9 as an isolated structure. Source: the Open Molecules 2025 dataset; level of theory: ωB97M-V/def2-TZVPD.

```
135
Properties=species:S:1:pos:R:3
C -1.604 -5.332 -2.747
C -0.903 -3.939 -2.483
O -0.712 -3.139 -3.665
B 0.464 -3.415 -4.330
O 0.891 -4.753 -4.519
C 1.391 -2.248 -4.970
C 0.850 -2.033 -6.452
C 0.179 -0.647 -6.740
C 1.167 0.249 -7.569
O 1.174 1.616 -7.177
C 2.316 2.246 -7.748
O 1.264 -1.112 -4.088
C 2.458 -0.709 -3.471
S 3.236 -2.062 -2.439
P 3.844 -0.270 -4.724
S 5.391 0.604 -3.940
C 2.030 0.544 -2.548
I 1.989 2.255 -3.917
N 3.021 0.749 -1.454
C 2.874 2.064 -0.779
C 4.025 3.092 -1.079
N 5.360 2.501 -1.124
C 0.662 0.302 -1.860
C -0.423 1.257 -1.886
C -1.595 0.909 -1.171
N -1.873 -0.201 -0.493
C -0.883 -1.107 -0.451
C 0.349 -0.866 -1.094
H -1.718 -5.546 -3.832
H -0.909 -6.122 -2.373
H -2.550 -5.465 -2.191
H 0.039 -4.037 -1.897
H -1.586 -3.353 -1.827
H 1.058 -4.810 -5.477
H 2.404 -2.689 -5.046
H 1.695 -2.242 -7.146
H 0.081 -2.817 -6.665
H -0.253 -0.147 -5.854
H -0.677 -0.857 -7.423
H 2.185 -0.212 -7.589
H 0.826 0.226 -8.640
H 3.260 1.671 -7.568
H 2.487 3.252 -7.308
H 2.229 2.335 -8.861
H 4.343 -1.526 -1.857
H 4.297 -1.556 -5.154
H 3.323 0.353 -5.880
H 2.763 0.070 -0.733
H 1.892 2.563 -0.926
H 2.947 1.857 0.317
H 4.026 3.826 -0.230
H 3.788 3.707 -1.977
H 5.819 2.665 -2.010
H 5.366 1.523 -0.859
H -0.346 2.225 -2.397
H -2.400 1.676 -1.178
H -1.048 -2.033 0.128
H 1.122 -1.648 -0.979
C -2.603 -5.207 2.761
C -3.394 -5.337 1.475
O -2.448 -5.060 0.436
S -0.992 -5.568 0.900
O -0.766 -6.851 0.337
O -0.077 -4.495 0.752
O -1.316 -5.759 2.463
H -2.468 -4.159 3.040
H -3.065 -5.743 3.587
H -4.231 -4.643 1.428
H -3.761 -6.357 1.337
C 0.203 -9.063 -2.583
C 1.101 -8.428 -3.620
O 1.918 -9.499 -4.104
S 1.070 -10.870 -4.060
O 0.536 -11.111 -5.353
O 1.826 -11.841 -3.356
O -0.125 -10.352 -3.112
H 0.729 -9.207 -1.636
H -0.698 -8.480 -2.410
H 1.715 -7.632 -3.206
H 0.519 -8.039 -4.460
C -1.988 1.388 3.297
C -2.922 1.908 2.230
O -4.116 2.272 2.931
S -3.721 2.789 4.416
O -3.663 4.205 4.417
O -4.491 2.058 5.361
O -2.208 2.228 4.433
H -2.241 0.362 3.576
H -0.944 1.430 2.988
H -3.135 1.162 1.466
H -2.520 2.808 1.757
C 1.823 0.967 6.223
C 1.124 -0.372 6.331
O 1.097 -0.876 4.991
S 2.412 -0.372 4.206
O 3.381 -1.407 4.244
O 2.001 0.250 2.999
O 2.855 0.770 5.250
H 1.146 1.740 5.851
H 2.250 1.288 7.171
H 0.116 -0.284 6.730
H 1.698 -1.071 6.944
C 4.397 6.731 -7.294
C 5.728 7.132 -6.689
O 5.825 6.368 -5.484
S 5.086 4.951 -5.690
O 6.061 3.978 -6.017
O 4.154 4.777 -4.635
O 4.280 5.329 -7.037
H 3.567 7.240 -6.799
H 4.354 6.926 -8.364
H 5.783 8.197 -6.475
H 6.560 6.848 -7.338
C -2.204 7.165 8.513
C -3.520 6.668 9.077
O -4.081 5.856 8.045
S -2.895 5.147 7.225
O -2.719 3.829 7.733
O -3.080 5.403 5.844
O -1.676 6.062 7.776
H -2.357 7.997 7.820
H -1.508 7.468 9.293
H -4.196 7.480 9.334
H -3.360 6.037 9.954
C -7.153 2.243 10.907
C -7.341 2.211 9.404
O -7.495 3.583 9.028
S -6.619 4.507 10.012
O -5.381 4.797 9.373
O -7.459 5.520 10.541
O -6.352 3.400 11.156
H -8.108 2.371 11.424
H -6.657 1.349 11.281
H -8.211 1.631 9.105
H -6.453 1.820 8.900
```

Calculated values
Multiplicity: 1
Relative energy (zero: lowest compared OMol25 entry of this formula, charge and spin), eV: 0.000
Orbital gap, eV: 7.863

---

4.
A single C5H6O2 molecule. Source: the Open Molecules 2025 dataset; level of theory: ωB97M-V/def2-TZVPD.

```
13
Properties=species:S:1:pos:R:3
O -1.319 -1.852 0.157
C -0.728 -0.849 -0.154
C -0.719 -0.173 -1.521
O 0.374 0.735 -1.487
C 1.124 0.502 -0.300
C 0.044 0.302 1.968
C 0.168 0.009 0.689
H -1.672 0.367 -1.631
H -0.600 -0.859 -2.364
H 1.701 1.418 -0.120
H -0.838 -0.051 2.477
H 0.755 0.952 2.472
H 1.710 -0.503 -0.185
```

Calculated values
Multiplicity: 1
Relative energy (zero: lowest compared OMol25 entry of this formula, charge and spin), eV: 1.978
Orbital gap, eV: 10.111
SMILES string: C=C1COCC1=O

---

| no. | E (eV) | maximum force (eV Å⁻¹) |
| --- | --- | --- |
| 1 | -9877.328 | 0.693 |
| 2 | -30130.313 | 3.169 |
| 3 | -217614.399 | 4.246 |
| 4 | -9375.117 | 2.536 |